(1)
20
Properties=species:S:1:pos:R:3 method="wB97M-V/def2-TZVPD" homo_lumo_gap_ev=9.6934 lumo_ev=0.83 smiles=C[C@H](N)CCS.O de_lowest_kcal_mol=31.37
C 1.916 -0.474 -0.067
C 0.506 0.158 -0.039
N -0.006 0.083 -1.393
C 0.696 1.639 0.447
C -0.228 1.925 1.638
S -1.983 1.727 1.166
H 2.773 0.068 -0.569
H 2.266 -0.416 0.986
H 1.934 -1.427 -0.589
H -0.058 -0.443 0.695
H -0.242 1.004 -1.743
H -0.881 -0.423 -1.535
H 0.373 2.341 -0.337
H 1.725 1.634 0.812
H -0.103 2.822 2.259
H -0.080 1.084 2.384
H -1.813 2.206 -0.019
O -2.311 -4.271 -1.131
H -1.873 -5.105 -0.934
H -2.610 -4.134 -2.032

***

(2)
25
Properties=species:S:1:pos:R:3 method="wB97M-V/def2-TZVPD" homo_lumo_gap_ev=9.7379 lumo_ev=-3.26 smiles=CCCNC[C@@H](C)[NH3+] de_lowest_kcal_mol=28.00 total_charge=+1
C 1.394 2.730 0.427
C 1.836 1.801 -0.680
C 0.881 0.695 -1.227
N 0.089 0.103 -0.137
C 0.425 -1.227 0.378
C -0.947 -1.916 0.409
C -1.906 -1.175 1.442
N -1.664 -1.770 -0.923
H 0.930 2.206 1.268
H 2.297 3.390 0.675
H 0.666 3.513 0.056
H 2.232 2.467 -1.461
H 2.765 1.388 -0.268
H 1.480 -0.067 -1.718
H 0.295 1.116 -2.035
H -0.030 0.843 0.538
H 1.030 -1.794 -0.356
H 0.852 -1.276 1.436
H -0.887 -2.986 0.620
H -1.289 -0.489 2.030
H -2.631 -0.480 1.056
H -2.412 -1.834 2.127
H -1.132 -2.224 -1.657
H -1.699 -0.767 -1.124
H -2.574 -2.247 -0.877

***

(3)
19
Properties=species:S:1:pos:R:3 method="wB97M-V/def2-TZVPD" homo_lumo_gap_ev=9.8186 lumo_ev=0.73 de_lowest_kcal_mol=71.42
C -0.484 -1.707 0.983
C -0.699 1.029 0.100
C 0.210 0.313 -0.563
C -1.279 -0.778 1.546
C -0.922 2.443 -0.172
C 1.171 0.967 -1.560
O 2.020 -0.959 0.477
O -1.497 0.509 1.111
S 0.788 -1.372 -0.199
H -0.289 -2.655 1.509
H 1.248 -4.370 0.200
H -2.098 -0.973 2.137
H -1.470 2.533 -1.181
H -0.055 3.047 -0.207
H -1.420 2.818 0.658
H 2.185 0.919 -1.115
H 0.875 1.947 -1.748
H 1.131 0.409 -2.582
H 0.586 -4.118 0.607

***

(4)
56
Properties=species:S:1:pos:R:3 method="wB97M-V/def2-TZVPD" homo_lumo_gap_ev=4.0547 lumo_ev=0.67 de_lowest_kcal_mol=15.03 total_charge=-1
C -6.030 -1.382 0.330
C -4.889 -0.808 1.119
C -4.716 -1.185 2.454
C -3.717 -0.607 3.230
C -2.843 0.312 2.645
S -1.532 0.994 3.614
O -1.329 2.375 3.296
O -1.618 0.497 4.958
N -0.116 0.258 2.894
C 0.128 -1.131 2.837
C -0.677 -2.223 3.134
C -0.233 -3.492 2.721
N -1.120 -4.605 2.903
O -0.724 -5.768 2.663
O -2.286 -4.362 3.299
C 1.029 -3.672 2.073
C 1.845 -2.568 1.824
C 1.373 -1.297 2.169
C 1.783 0.024 1.746
N 2.625 0.235 0.621
O 3.833 -0.112 0.647
O 2.076 0.829 -0.353
C 0.872 0.946 2.242
C -2.999 0.704 1.310
C -4.013 0.127 0.552
H -5.972 -1.065 -0.714
H -6.012 -2.478 0.365
H -6.995 -1.052 0.737
H -5.376 -1.936 2.897
H -3.587 -0.897 4.269
H -1.615 -2.131 3.670
H 1.313 -4.680 1.772
H 2.831 -2.650 1.365
H 0.909 2.021 2.159
H -2.326 1.437 0.873
H -4.144 0.407 -0.497
C 4.669 2.906 2.001
C 3.384 3.412 1.443
C 2.465 4.059 2.274
N 1.673 4.552 2.994
C 3.217 3.510 0.035
C 3.838 2.557 -0.837
C 3.576 2.531 -2.184
C 2.867 3.593 -2.770
N 2.764 3.677 -4.184
O 2.253 4.707 -4.681
O 3.178 2.723 -4.881
C 2.297 4.597 -1.956
C 2.459 4.558 -0.580
H 4.902 1.930 1.573
H 5.513 3.575 1.776
H 4.598 2.800 3.087
H 4.537 1.844 -0.425
H 3.903 1.699 -2.798
H 1.741 5.397 -2.445
H 2.022 5.364 0.030

***

(5)
123
Properties=species:S:1:pos:R:3 method="wB97M-V/def2-TZVPD" homo_lumo_gap_ev=5.3359 lumo_ev=-4.77 total_charge=+1
C -1.340 -5.152 -5.189
C -1.458 -4.181 -6.538
C -3.012 -3.864 -6.971
N -3.553 -2.544 -6.468
C -3.068 -2.209 -5.070
C -1.826 -1.100 -4.976
C -1.233 -0.692 -3.503
C -0.017 0.398 -3.355
C 0.585 0.759 -1.838
C 1.802 1.856 -1.765
C 1.438 3.249 -0.980
C -0.163 3.525 -0.758
O 1.936 4.369 -1.844
N 0.007 0.078 -0.586
C 0.531 0.325 0.828
C 2.069 -0.186 1.077
C 2.209 -1.661 1.779
N 1.082 -2.528 2.294
O 3.469 -2.140 1.930
C -1.154 -0.903 -0.706
C -1.856 -1.359 -2.138
C -3.130 -2.439 -2.229
C -3.689 -2.993 -0.781
C -4.371 -1.728 0.025
C -5.997 -1.595 -0.170
C -6.594 -0.924 1.206
C -5.967 0.570 1.555
O -6.596 1.670 0.804
C -5.774 2.115 -0.331
C -3.759 -2.895 -3.710
C -4.988 -3.978 -3.783
C -6.170 -3.613 -4.861
C -6.687 -2.057 -4.825
Br -7.408 -1.646 -6.685
H -1.175 -4.469 -4.250
H -2.318 -5.825 -5.090
H -0.379 -5.832 -5.389
H -0.775 -3.216 -6.465
H -0.994 -4.833 -7.422
H -3.649 -4.800 -6.675
H -3.014 -3.792 -8.163
H -3.412 -1.761 -7.144
H -1.410 -0.636 -5.994
H 0.467 0.937 -4.295
H 2.800 1.450 -1.308
H 2.061 2.165 -2.888
H 2.085 3.330 0.019
H -0.738 3.803 -1.741
H -0.241 4.479 -0.047
H -0.747 2.660 -0.229
H 1.460 5.223 -1.602
H 0.441 1.468 1.158
H -0.178 -0.259 1.590
H 2.712 -0.233 0.074
H 2.575 0.589 1.819
H 0.967 -2.415 3.325
H 0.190 -2.400 1.768
H -1.598 -1.418 0.273
H -4.509 -3.826 -0.861
H -2.787 -3.466 -0.183
H -3.912 -0.690 -0.343
H -4.052 -1.829 1.160
H -6.527 -2.607 -0.448
H -6.187 -0.795 -1.034
H -6.350 -1.614 2.142
H -7.760 -0.774 1.107
H -4.776 0.589 1.526
H -6.240 0.759 2.702
H -5.692 3.294 -0.437
H -6.318 1.747 -1.317
H -4.678 1.704 -0.345
H -5.509 -4.211 -2.760
H -4.503 -5.008 -4.141
H -7.102 -4.292 -4.579
H -5.898 -3.916 -5.982
H -5.880 -1.270 -4.511
H -7.625 -2.013 -4.115
C 1.799 11.855 0.803
O 1.915 10.663 1.556
C 0.739 9.854 1.524
C 1.095 8.370 1.386
O 1.605 7.989 0.104
C 2.902 8.492 -0.249
C 4.060 7.919 0.579
O 4.039 8.443 1.906
C 4.368 7.478 2.895
H 1.201 12.585 1.352
H 2.803 12.258 0.648
H 1.359 11.665 -0.180
H 0.077 10.146 0.699
H 0.209 10.018 2.461
H 0.169 7.796 1.513
H 1.761 8.039 2.184
H 2.908 9.580 -0.256
H 3.058 8.183 -1.290
H 5.011 8.217 0.127
H 3.998 6.826 0.578
H 3.852 6.532 2.718
H 4.047 7.865 3.863
H 5.452 7.324 2.917
C 5.566 -3.570 3.260
O 6.166 -4.525 4.114
C 6.593 -3.982 5.364
C 6.272 -4.937 6.518
O 4.881 -5.047 6.841
C 4.043 -5.692 5.870
C 4.304 -7.194 5.694
O 5.539 -7.416 5.016
C 6.272 -8.517 5.533
H 6.337 -2.946 2.802
H 5.027 -4.106 2.476
H 4.845 -2.949 3.799
H 6.123 -3.009 5.557
H 7.670 -3.833 5.300
H 6.748 -4.535 7.421
H 6.714 -5.922 6.362
H 4.071 -5.161 4.921
H 3.021 -5.577 6.250
H 3.511 -7.629 5.078
H 4.292 -7.679 6.675
H 6.292 -8.506 6.625
H 7.300 -8.436 5.174
H 5.843 -9.454 5.167

***

(6)
15
Properties=species:S:1:pos:R:3 method="wB97M-V/def2-TZVPD" homo_lumo_gap_ev=9.7625 lumo_ev=-5.49 de_lowest_kcal_mol=157.29 total_charge=+1
C -1.345 -0.670 0.116
C -0.035 1.374 0.197
C 1.094 -0.588 0.690
N 0.245 -0.149 -1.405
N -0.063 -0.019 -0.041
O -2.400 -0.141 0.236
H -1.123 -2.503 0.615
H -0.839 1.930 -0.417
H -0.333 1.659 1.182
H 0.946 1.827 -0.052
H 1.989 -0.365 0.026
H 1.255 -0.045 1.568
H 0.894 -1.583 0.966
H 0.149 -1.163 -1.729
H -0.435 0.435 -1.951

***

(7)
8
Properties=species:S:1:pos:R:3 method="wB97M-V/def2-TZVPD" homo_lumo_gap_ev=9.7359 lumo_ev=4.49 de_lowest_kcal_mol=0.00 total_charge=-1
C 0.760 1.403 -0.492
N -1.125 -1.853 0.180
N -1.008 -1.486 1.383
O 0.841 0.613 0.439
O 0.589 2.588 -0.649
F 0.992 0.669 -1.699
H -0.647 -1.292 -0.498
H -0.401 -0.642 1.335

***

(8)
21
Properties=species:S:1:pos:R:3 method="wB97M-V/def2-TZVPD" homo_lumo_gap_ev=10.0629 lumo_ev=-0.88 smiles="C[N+](=O)[O-].C[N+](=O)[O-].C[N+](=O)[O-]" de_lowest_kcal_mol=16.07
C 3.139 -1.462 1.276
N 4.297 -2.218 0.814
O 4.310 -2.466 -0.357
O 5.057 -2.793 1.581
H 3.045 -0.625 0.584
H 3.438 -1.066 2.247
H 2.271 -2.121 1.259
C 0.755 1.865 1.201
N -0.485 1.587 0.413
O -1.601 1.650 0.990
O -0.346 1.381 -0.814
H 1.372 2.453 0.521
H 1.101 0.876 1.502
H 0.464 2.379 2.116
C -3.357 0.348 -1.522
N -4.484 -0.243 -2.361
O -4.363 -1.460 -2.558
O -5.318 0.477 -2.859
H -3.238 -0.318 -0.668
H -3.600 1.367 -1.224
H -2.460 0.387 -2.141

***

(9)
24
Properties=species:S:1:pos:R:3 method="wB97M-V/def2-TZVPD" homo_lumo_gap_ev=9.0546 lumo_ev=0.85 de_lowest_kcal_mol=138.20
N -2.833 -2.368 1.760
C -1.694 -1.518 1.609
C -2.072 -0.043 1.588
C -0.524 -2.089 1.281
N 0.304 0.752 -0.135
C 1.468 1.296 0.175
C 2.615 1.705 -0.780
C 2.119 1.681 -2.230
H -3.344 -2.500 2.610
H -2.973 -3.028 1.028
H -1.169 -0.338 -3.032
H -2.699 0.159 2.463
H -1.181 0.559 1.688
H -2.609 0.205 0.675
H 0.118 -1.509 0.631
H -0.245 -3.063 1.647
H -0.601 -0.678 -2.694
H 1.619 1.759 1.157
H 1.231 0.070 -0.336
H 3.564 1.156 -0.693
H 2.895 2.735 -0.540
H 2.606 2.438 -2.853
H 1.045 1.876 -2.281
H 2.360 0.742 -2.738

***

(10)
9
Properties=species:S:1:pos:R:3 method="wB97M-V/def2-TZVPD" homo_lumo_gap_ev=7.1387 lumo_ev=-2.11 de_lowest_kcal_mol=68.81
C 0.535 1.433 0.375
C 0.601 -0.122 0.125
C -0.612 -1.082 -0.080
H 1.540 1.880 -0.243
H 0.642 1.830 1.721
H -0.030 -2.088 -0.275
F -0.640 1.911 -0.406
S 2.172 -0.645 -0.075
S -2.142 -0.617 0.071

***

(11)
64
Properties=species:S:1:pos:R:3 method="wB97M-V/def2-TZVPD" homo_lumo_gap_ev=9.6026 lumo_ev=0.56 smiles="CC(C)C[C@H](NC(=O)c1nc[nH]c1C(=O)N1CCC(C)CC1)C(=O)OCc1ccccc1" de_lowest_kcal_mol=25.08
C -1.752 -5.062 -1.363
C -1.473 -3.631 -0.904
C -0.624 -2.904 -1.943
C -0.798 -3.679 0.472
C -0.517 -2.320 1.125
N -1.685 -1.483 1.210
C -1.817 -0.629 2.259
O -1.141 -0.702 3.264
C -2.877 0.388 2.054
N -3.667 0.854 3.061
C -4.418 1.777 2.544
N -4.142 1.975 1.229
C -3.154 1.085 0.892
C -2.609 0.942 -0.482
O -2.739 -0.119 -1.083
N -2.041 2.032 -1.027
C -1.556 3.164 -0.269
C -0.034 3.085 -0.133
C 0.628 3.038 -1.511
C 2.142 2.925 -1.375
C 0.057 1.841 -2.272
C -1.464 1.937 -2.355
C 0.619 -1.545 0.465
O 0.542 -0.396 0.110
O 1.726 -2.282 0.376
C 2.875 -1.642 -0.173
C 3.428 -0.538 0.694
C 3.111 -0.443 2.041
C 3.630 0.586 2.808
C 4.480 1.518 2.240
C 4.812 1.419 0.899
C 4.284 0.399 0.128
H -2.272 -5.061 -2.318
H -2.371 -5.586 -0.639
H -0.820 -5.612 -1.481
H -2.430 -3.108 -0.816
H -1.072 -3.009 -2.929
H 0.382 -3.321 -1.978
H -0.564 -1.843 -1.722
H 0.152 -4.212 0.391
H -1.444 -4.240 1.151
H -0.188 -2.492 2.161
H -2.161 -1.271 0.340
H -5.168 2.327 3.074
H -4.599 2.612 0.595
H -2.012 3.179 0.721
H -1.838 4.080 -0.803
H 0.322 3.946 0.435
H 0.226 2.177 0.414
H 0.384 3.959 -2.057
H 2.397 2.028 -0.817
H 2.544 3.785 -0.843
H 2.612 2.874 -2.354
H 0.472 1.791 -3.280
H 0.323 0.929 -1.736
H -1.883 1.052 -2.835
H -1.760 2.830 -2.918
H 3.610 -2.444 -0.287
H 2.624 -1.240 -1.162
H 2.449 -1.165 2.494
H 3.364 0.657 3.851
H 4.884 2.320 2.839
H 5.474 2.143 0.448
H 4.537 0.327 -0.920

***

(12)
17
Properties=species:S:1:pos:R:3 method="wB97M-V/def2-TZVPD" homo_lumo_gap_ev="5.2200 / 8.4824" lumo_ev="-3.78 / -6.87" de_lowest_kcal_mol=88.68 s2=2.007 total_charge=+1 spin_multiplicity=3
C 0.839 -0.530 0.213
C -0.711 -1.624 1.316
C 2.197 -0.179 -0.399
C -0.549 1.474 -0.781
N 0.626 -1.600 0.826
N -0.201 0.355 0.170
N -1.316 -0.231 0.825
H -1.359 -2.380 1.134
H -0.726 -1.530 2.447
H 2.689 -0.891 -1.049
H 3.025 -0.205 0.391
H 2.232 0.858 -0.739
H -1.315 1.150 -1.521
H -0.983 2.309 -0.242
H 0.393 1.858 -1.282
H -2.218 -0.461 0.441
H -1.541 0.345 1.694